w | This record from OMol25 describes a cluster of 15 separate species, C42H123N21O15 in total. The level of theory is ωB97M-V with the def2-TZVPD basis set.

Values from the calculation:
total charge: 0
LUMO energy: 0.005 hartree
gap between HOMO and LUMO: 8.2227 eV

Last column: Mulliken charge in e.
Atoms and positions in Å:
C  -1.551  6.904  2.248  -0.519
C  -0.379  7.784  1.740  0.798
C  0.475  7.055  0.755  -0.405
O  1.634  7.867  0.436  -0.364
C  1.765  8.097  -0.938  -0.794
N  -1.103  8.865  1.127  -0.751
H  -1.291  6.147  2.988  -0.865
H  -1.971  6.346  1.412  0.353
H  -2.369  7.516  2.630  0.527
H  0.181  8.043  2.639  0.329
H  -0.161  6.701  -0.056  0.387
H  0.775  6.116  1.219  -0.028
H  2.594  7.581  -1.421  0.342
H  1.691  9.126  -1.289  0.385
H  1.014  7.638  -1.581  0.254
H  -2.093  8.685  1.223  0.237
H  -0.932  8.891  0.132  0.308
C  0.107  4.389  -1.443  -1.394
C  0.410  3.523  -2.651  0.143
C  1.843  3.425  -3.152  0.288
O  2.316  4.725  -3.626  -0.498
C  3.537  5.150  -3.070  -0.445
N  -0.113  2.213  -2.373  -0.080
H  0.845  4.232  -0.657  0.181
H  -0.912  4.274  -1.073  0.487
H  0.334  5.433  -1.658  0.188
H  -0.185  3.969  -3.448  0.615
H  2.008  2.654  -3.904  0.314
H  2.404  3.181  -2.250  -0.306
H  3.211  5.705  -2.190  0.041
H  3.941  5.978  -3.652  0.300
H  4.249  4.359  -2.833  0.223
H  -1.122  2.236  -2.337  0.070
H  0.190  1.671  -3.170  -0.538
C  5.153  1.977  1.637  -1.692
C  3.960  2.159  0.814  0.656
C  3.900  1.299  -0.435  2.262
O  4.841  1.688  -1.370  -0.612
C  4.873  1.006  -2.597  -0.590
N  2.784  1.992  1.615  0.635
H  6.130  2.332  1.311  0.383
H  5.318  0.917  1.829  0.205
H  5.001  2.343  2.652  0.400
H  3.940  3.186  0.450  0.099
H  2.939  1.280  -0.948  -0.264
H  4.054  0.241  -0.222  -1.074
H  4.923  -0.069  -2.422  0.115
H  5.795  1.423  -3.002  0.382
H  4.174  1.253  -3.397  0.119
H  2.118  1.904  0.860  -0.796
H  2.827  1.033  1.928  0.243
C  3.054  -5.223  -3.866  -1.250
C  1.608  -5.558  -3.702  0.284
C  0.993  -5.557  -2.245  -1.177
O  0.941  -4.212  -1.567  0.401
C  0.114  -4.219  -0.404  -0.935
N  0.752  -4.893  -4.740  -0.500
H  3.348  -4.272  -3.423  -0.057
H  3.331  -5.148  -4.918  0.450
H  3.718  -5.961  -3.415  0.339
H  1.693  -6.630  -3.881  0.498
H  1.491  -6.327  -1.656  0.463
H  -0.031  -5.900  -2.397  0.520
H  0.340  -3.298  0.134  0.237
H  0.329  -5.032  0.289  0.312
H  -0.947  -4.084  -0.614  0.217
H  -0.170  -5.270  -4.572  0.236
H  1.037  -5.160  -5.671  0.241
C  -2.541  -9.016  4.791  -1.270
C  -3.852  -8.266  4.264  0.186
C  -3.634  -7.408  3.005  -0.697
O  -4.716  -6.564  2.519  -0.380
C  -4.341  -5.858  1.303  -0.691
N  -4.685  -9.324  3.856  -0.721
H  -2.217  -9.744  4.047  0.290
H  -2.937  -9.606  5.618  0.352
H  -1.780  -8.457  5.337  0.368
H  -4.361  -7.674  5.026  0.439
H  -3.172  -7.974  2.196  0.335
H  -2.797  -6.735  3.190  0.336
H  -4.237  -6.555  0.472  0.393
H  -3.425  -5.274  1.398  0.238
H  -5.167  -5.176  1.102  0.257
H  -5.606  -8.939  3.705  0.290
H  -4.338  -9.667  2.972  0.275
C  -1.502  -2.002  4.381  -1.782
C  -2.392  -0.793  4.428  2.040
C  -3.535  -0.798  5.423  -0.844
O  -4.416  -1.857  5.077  -0.245
C  -4.902  -2.453  6.229  -0.859
N  -1.574  0.387  4.577  -0.671
H  -2.044  -2.863  3.988  0.319
H  -1.121  -2.218  5.379  0.381
H  -0.642  -1.901  3.719  0.401
H  -2.756  -0.777  3.401  -0.693
H  -4.081  0.145  5.444  0.224
H  -3.177  -0.855  6.451  0.441
H  -5.410  -1.827  6.963  0.299
H  -4.037  -2.807  6.789  0.374
H  -5.532  -3.324  6.050  0.251
H  -0.886  0.383  3.837  0.135
H  -1.978  1.309  4.497  0.223
C  6.211  -2.627  2.072  -1.650
C  5.453  -2.435  0.737  0.468
C  5.202  -3.666  -0.228  -0.454
O  4.623  -4.766  0.559  -0.366
C  4.476  -5.905  -0.299  -0.406
N  4.173  -1.877  1.140  -0.531
H  7.001  -3.342  1.843  0.425
H  5.553  -3.167  2.752  0.334
H  6.578  -1.716  2.546  0.372
H  6.073  -1.719  0.197  0.381
H  6.141  -3.862  -0.746  0.516
H  4.557  -3.258  -1.006  0.148
H  3.448  -5.865  -0.660  -0.165
H  4.713  -6.818  0.246  0.338
H  4.991  -5.816  -1.256  0.316
H  3.661  -1.599  0.314  -0.102
H  3.597  -2.656  1.425  0.392
C  1.918  3.098  4.998  -1.242
C  1.177  4.294  4.435  0.197
C  2.105  5.458  4.417  -0.208
O  2.720  5.714  5.701  -0.441
C  2.031  6.536  6.558  -0.598
N  0.917  3.883  3.056  0.126
H  1.472  2.106  4.934  0.319
H  2.368  3.260  5.978  0.371
H  2.830  3.076  4.401  0.215
H  0.276  4.528  5.002  0.256
H  1.450  6.258  4.073  0.079
H  2.938  5.311  3.729  0.344
H  1.040  6.094  6.662  0.214
H  2.040  7.530  6.110  0.271
H  2.436  6.484  7.569  0.260
H  0.474  2.976  3.027  -0.188
H  1.824  3.727  2.639  0.101
C  -2.935  -1.558  -2.194  0.195
C  -4.217  -1.376  -1.393  -0.632
C  -4.199  -0.484  -0.131  -0.463
O  -3.642  0.806  -0.332  -0.224
C  -3.518  1.599  0.832  -0.655
N  -5.314  -1.114  -2.296  -0.564
H  -3.199  -1.770  -3.230  0.755
H  -2.246  -2.351  -1.902  0.059
H  -2.381  -0.623  -2.271  -0.781
H  -4.458  -2.365  -1.003  0.448
H  -3.500  -0.930  0.577  0.124
H  -5.166  -0.424  0.367  0.486
H  -4.390  1.615  1.485  0.447
H  -3.264  2.642  0.642  0.305
H  -2.777  1.197  1.522  0.011
H  -5.541  -0.132  -2.227  0.268
H  -6.074  -1.643  -1.894  0.328
C  -3.284  4.003  4.943  0.613
O  -3.344  3.157  4.024  -0.565
N  -2.522  5.032  5.095  -0.204
N  -3.972  3.837  6.023  -0.445
H  -1.865  5.278  4.369  -0.122
H  -2.667  5.669  5.865  0.138
H  -4.374  2.911  6.071  0.238
H  -4.313  4.564  6.635  0.166
C  0.457  -0.018  -8.146  0.692
O  0.135  1.182  -8.293  -0.731
N  1.021  -0.505  -7.061  -0.173
N  0.172  -0.976  -8.939  -0.460
H  1.164  -1.497  -7.180  0.127
H  0.986  0.042  -6.212  0.046
H  0.162  -1.967  -8.747  0.179
H  -0.353  -0.705  -9.758  0.227
C  1.459  -1.178  -3.587  0.372
O  1.505  0.038  -3.552  -0.224
N  2.499  -2.010  -3.440  -0.228
N  0.371  -1.924  -3.781  1.078
H  3.459  -1.720  -3.325  0.231
H  2.153  -2.908  -3.133  -0.390
H  0.666  -2.890  -3.783  -0.015
H  -0.459  -1.630  -4.276  -0.672
C  -2.393  -3.419  -6.779  0.478
O  -2.439  -4.610  -7.145  -0.736
N  -2.371  -2.368  -7.628  -0.349
N  -2.211  -3.041  -5.511  -0.165
H  -2.244  -2.564  -8.610  0.207
H  -2.572  -1.495  -7.161  0.227
H  -1.910  -2.087  -5.374  -0.011
H  -1.910  -3.782  -4.895  0.187
C  -2.373  0.785  -5.000  0.590
O  -2.056  -0.392  -5.125  -0.559
N  -3.354  1.163  -4.190  -0.416
N  -2.257  1.750  -5.861  -0.367
H  -3.645  2.130  -4.213  0.124
H  -3.661  0.480  -3.513  0.111
H  -1.463  1.812  -6.483  0.196
H  -2.927  2.503  -5.927  0.164
C  -0.067  0.301  0.563  -0.841
O  -0.154  -0.047  1.694  -0.619
N  0.354  1.496  0.280  0.844
N  -0.502  -0.441  -0.478  1.669
H  0.365  2.074  1.107  0.124
H  0.486  1.810  -0.671  -0.372
H  -0.908  -1.330  -0.226  -0.242
H  -0.374  -0.055  -1.403  -0.857

***

x | This record from OMol25 describes a cluster of 15 separate species, C42H123N21O15 in total. The level of theory is ωB97M-V with the def2-TZVPD basis set.

Values from the calculation:
total charge: 0
LUMO energy: 0.018 hartree
gap between HOMO and LUMO: 9.0283 eV

Last column: Mulliken charge in e.
Atoms and positions in Å:
C  2.574  2.154  2.863  -0.145
O  3.462  2.962  2.545  -0.881
N  2.777  0.876  3.366  0.431
N  1.252  2.412  2.656  1.057
H  3.681  0.544  3.571  0.166
H  2.057  0.287  3.780  -0.314
H  0.481  1.778  2.832  -0.615
H  1.034  3.368  2.472  0.210
C  2.786  -3.169  -1.729  0.453
O  2.391  -3.158  -2.886  -0.520
N  3.792  -2.393  -1.285  -0.319
N  2.184  -3.895  -0.741  -0.094
H  3.902  -1.539  -1.874  -0.070
H  3.844  -2.227  -0.288  0.268
H  1.642  -4.762  -0.915  0.160
H  2.545  -3.760  0.210  -0.005
C  -3.158  4.246  0.693  0.327
O  -2.805  4.196  -0.452  -0.531
N  -2.344  4.939  1.606  -0.395
N  -4.283  3.628  1.233  -0.196
H  -1.395  5.202  1.360  0.198
H  -2.525  4.659  2.585  0.166
H  -4.463  3.404  2.216  0.022
H  -4.870  3.227  0.553  0.239
C  -0.430  -2.363  2.096  0.060
O  -1.102  -3.097  2.827  -0.781
N  -0.320  -2.559  0.752  1.092
N  0.204  -1.278  2.611  1.361
H  -0.698  -3.448  0.365  -0.202
H  0.314  -2.063  0.120  -0.662
H  0.159  -1.110  3.563  -0.299
H  0.755  -0.563  2.069  -0.806
C  2.340  5.686  -3.137  0.291
O  3.530  5.715  -2.928  -0.758
N  1.603  6.586  -3.806  -0.376
N  1.571  4.668  -2.506  0.401
H  2.157  7.307  -4.257  0.238
H  0.598  6.534  -3.873  0.151
H  2.120  4.164  -1.913  -0.318
H  0.588  4.467  -2.514  0.191
C  1.839  5.786  0.845  0.476
O  1.034  5.203  1.591  -0.706
N  1.477  6.680  -0.098  -0.294
N  3.199  5.541  0.846  -0.371
H  2.187  6.995  -0.709  0.159
H  0.609  7.049  -0.086  0.171
H  3.781  5.654  0.065  0.251
H  3.501  4.793  1.430  0.174
C  1.148  -1.052  -5.368  -0.895
C  0.957  -1.835  -6.659  0.220
C  1.241  -3.330  -6.354  -0.295
O  0.932  -4.173  -7.464  -0.404
C  1.294  -5.494  -7.108  -0.317
N  -0.435  -1.624  -7.022  -0.506
H  0.923  -0.046  -5.607  0.681
H  2.262  -1.081  -5.158  0.332
H  0.612  -1.502  -4.500  -0.233
H  1.684  -1.496  -7.401  0.280
H  0.698  -3.680  -5.466  -0.070
H  2.353  -3.471  -6.101  0.343
H  0.964  -6.163  -7.922  0.300
H  0.745  -5.797  -6.219  -0.074
H  2.393  -5.598  -6.850  0.286
H  -0.601  -0.610  -7.195  0.230
H  -0.739  -2.092  -7.845  0.220
C  -1.462  2.690  5.463  -1.802
C  -0.091  2.051  5.719  0.901
C  0.294  2.165  7.217  -1.222
O  1.466  1.591  7.656  -0.339
C  2.578  2.335  7.275  -0.493
N  0.010  0.603  5.255  0.024
H  -1.489  3.647  5.873  0.619
H  -2.201  2.074  5.980  0.359
H  -1.745  2.675  4.405  0.255
H  0.613  2.580  5.127  -0.031
H  -0.490  1.648  7.801  0.318
H  0.252  3.208  7.514  0.542
H  2.455  3.377  7.603  0.355
H  2.760  2.203  6.246  0.099
H  3.436  1.901  7.891  0.212
H  -0.935  0.262  5.013  0.053
H  0.425  0.022  5.956  0.115
C  -6.867  2.528  3.119  -1.652
C  -5.946  1.881  4.158  0.397
C  -5.402  0.504  3.738  -0.138
O  -4.562  -0.141  4.703  -0.490
C  -4.159  -1.413  4.347  -0.774
N  -4.816  2.723  4.482  -0.385
H  -7.838  2.012  3.166  0.454
H  -6.518  2.382  2.128  0.404
H  -7.001  3.573  3.361  0.353
H  -6.616  1.673  5.020  0.363
H  -4.773  0.798  2.898  -0.144
H  -6.121  -0.293  3.377  0.434
H  -3.199  -1.357  3.741  0.203
H  -4.927  -1.945  3.716  0.287
H  -3.996  -1.953  5.233  0.454
H  -5.007  3.657  4.807  0.193
H  -4.266  2.234  5.127  0.141
C  -2.154  4.570  -5.888  -1.715
C  -2.446  4.116  -4.503  0.030
C  -1.890  2.805  -4.162  0.947
O  -2.757  1.840  -4.641  -0.469
C  -2.178  0.632  -5.112  -0.577
N  -1.883  5.177  -3.666  -0.285
H  -2.449  5.573  -6.097  0.477
H  -2.631  3.917  -6.666  0.285
H  -1.088  4.610  -5.985  0.406
H  -3.481  3.994  -4.351  0.332
H  -1.805  2.718  -3.107  -0.654
H  -0.874  2.868  -4.736  0.195
H  -2.990  0.076  -5.525  0.394
H  -1.937  -0.002  -4.179  0.007
H  -1.331  0.739  -5.754  0.345
H  -2.213  5.057  -2.722  -0.017
H  -2.204  6.055  -4.035  0.293
C  5.161  -4.215  2.849  -1.590
C  3.933  -3.343  3.115  0.718
C  4.139  -2.773  4.446  -1.227
O  3.070  -2.034  4.949  -0.033
C  2.689  -2.349  6.335  -0.788
N  3.700  -2.330  2.137  0.305
H  5.519  -4.591  3.765  0.502
H  6.002  -3.603  2.411  0.329
H  5.044  -5.006  2.098  0.325
H  3.038  -3.937  3.219  0.326
H  5.016  -2.177  4.457  0.288
H  4.330  -3.701  5.086  0.389
H  1.808  -1.772  6.501  0.032
H  3.497  -2.094  6.933  0.372
H  2.491  -3.387  6.418  0.414
H  2.789  -2.005  2.297  -0.468
H  4.406  -1.602  2.090  0.265
C  -1.723  -7.101  -2.815  -1.382
C  -1.068  -5.916  -3.454  0.564
C  -1.848  -4.650  -3.156  1.431
O  -3.044  -4.690  -3.897  -0.463
C  -3.955  -3.648  -3.478  -0.293
N  0.336  -5.773  -2.923  -0.484
H  -1.784  -6.947  -1.680  -0.010
H  -1.183  -8.067  -2.968  0.457
H  -2.692  -7.172  -3.255  0.414
H  -1.023  -6.043  -4.538  -0.018
H  -1.309  -3.672  -3.384  -0.123
H  -2.087  -4.507  -2.094  -0.910
H  -4.967  -3.751  -3.791  0.333
H  -3.459  -2.658  -3.731  0.133
H  -3.914  -3.597  -2.384  -0.029
H  0.857  -4.972  -3.231  0.237
H  0.785  -6.628  -3.136  0.218
C  -4.221  -5.840  1.425  -1.788
C  -3.497  -5.027  0.370  0.343
C  -3.694  -3.541  0.574  0.373
O  -4.969  -3.076  0.080  -0.472
C  -5.184  -1.663  0.267  -0.540
N  -2.039  -5.336  0.505  -0.580
H  -3.999  -6.883  1.258  0.500
H  -5.299  -5.709  1.436  0.366
H  -3.846  -5.657  2.414  0.364
H  -3.815  -5.288  -0.670  0.290
H  -2.980  -2.919  -0.026  -0.265
H  -3.570  -3.319  1.693  0.108
H  -4.642  -1.006  -0.362  0.258
H  -5.005  -1.435  1.337  0.165
H  -6.259  -1.439  0.025  0.358
H  -1.775  -5.092  1.484  0.244
H  -1.954  -6.369  0.496  0.272
C  5.809  3.687  0.285  -1.309
C  5.514  2.838  -0.974  0.478
C  5.162  1.436  -0.667  -0.210
O  5.013  0.718  -1.935  -0.014
C  6.181  0.194  -2.462  -1.015
N  4.313  3.284  -1.758  -0.279
H  4.973  3.608  1.035  -0.120
H  5.943  4.784  0.027  0.388
H  6.772  3.440  0.661  0.533
H  6.342  2.854  -1.701  0.297
H  4.152  1.417  -0.223  -0.420
H  5.949  0.978  -0.061  0.530
H  6.986  -0.194  -1.791  0.370
H  6.660  0.987  -3.049  0.340
H  5.933  -0.669  -3.110  0.238
H  4.477  4.231  -2.100  0.288
H  4.199  2.766  -2.645  0.151
C  1.251  0.039  -1.481  -0.798
C  0.630  1.451  -1.379  1.038
C  -0.790  1.423  -0.794  -1.260
O  -0.707  1.034  0.619  0.508
C  -1.981  0.550  1.135  -0.092
N  1.309  2.512  -0.590  1.210
H  0.448  -0.549  -2.008  0.284
H  1.437  -0.474  -0.556  -0.660
H  2.148  -0.045  -2.032  0.835
H  0.597  1.850  -2.443  -0.194
H  -1.442  0.680  -1.342  0.418
H  -1.287  2.402  -0.836  -0.048
H  -1.834  0.323  2.176  -0.128
H  -2.237  -0.358  0.513  0.043
H  -2.762  1.323  0.954  0.194
H  2.282  2.376  -0.821  -0.381
H  1.198  2.493  0.387  -0.653

***

Relative energies with respect to the most stable structure, expressed in kcal/mol: w 143.2; x 0.0.